Here is an isolated molecule of C6H6N4O2S in a non-equilibrium geometry from the Open Molecules 2025 dataset. Energies are from ωB97M-V with the def2-TZVPD basis set.

Properties
energy above the lowest of the compared OMol25 structures with the same formula, charge and spin: 0.1 kcal per mole
frontier orbital gap: 9.15 eV

ORCA input file:
```
! wB97M-V def2-TZVPD RIJCOSX def2/J DEFGRID3
* xyz 0 1
C -1.026 -2.060 1.503
C -0.559 -0.066 2.487
C -0.612 -1.537 0.288
C -0.198 -0.203 0.320
C -0.506 -2.040 -1.090
C 0.722 2.739 -0.955
N -0.984 -1.313 2.595
N -0.168 0.564 1.386
N -0.026 -0.961 -1.791
N 0.130 0.221 -1.065
O -0.773 -3.119 -1.559
O 2.561 0.974 -0.316
S 1.601 1.192 -1.374
H -1.394 -3.072 1.603
H -0.540 0.513 3.401
H 1.456 3.536 -0.914
H 0.243 2.616 0.009
H -0.004 2.938 -1.735
H 0.076 -0.922 -2.792
*
```